{
  "formula": "CH7NO4",
  "method": "ωB97M-V/def2-TZVPD",
  "spin_multiplicity": 1,
  "e_homo_ev": -10.8,
  "smiles": "NC(=O)O.O.O",
  "e_lumo_ev": 0.30,
  "total_energy_ev": -10830.3474,
  "gap_ev": 11.14,
  "de_lowest_ev": 1.535,
  "symbols": ["N", "C", "O", "O", "H", "H", "H", "O", "H", "H", "O", "H", "H"],
  "positions_angstrom": [[0.2313, 1.3615, 0.8888], [-0.9513, 0.7700, 0.9476], [-2.0388, 1.0104, 0.5125], [-0.6010, -0.5344, 1.1801], [0.2565, 2.2860, 0.4775], [1.0785, 0.9662, 0.9436], [-1.4246, -1.1526, 1.0599], [-0.6158, -1.3934, -1.6732], [-0.3902, -0.5734, -1.1477], [-1.0840, -1.9527, -1.0851], [1.9088, 0.0548, -0.8700], [1.0720, -0.3744, -0.8017], [2.5588, -0.4679, -0.4322]],
  "forces_ev_per_angstrom": [[-3.0034, 5.6112, -0.2339], [0.8503, -3.3095, -2.0492], [-0.8056, 1.6271, 0.6477], [-2.3279, -3.2536, 0.8471], [-0.1523, -0.1091, 0.2438], [3.0815, -2.2870, 0.4227], [2.0329, 2.0808, 0.5424], [1.2935, 2.1724, -0.2515], [-1.2746, -1.5121, -1.0065], [-0.6792, -0.7342, 0.9030], [0.5873, 1.5546, -0.6062], [-0.1419, -0.9680, 0.1573], [0.5395, -0.8726, 0.3832]]
}